21
Properties=species:S:1:pos:R:3:nbo_charge:R:1 method="wB97M-V/def2-TZVPD" smiles=CN(C)[C@](N)(O)CN lumo_energy_ev=0.871 de_lowest_kj_mol=271.9 total_charge=0 max_force_ha_per_bohr=0.071
C 1.36257 1.03762 0.70305 -0.41
N 0.85018 0.20437 -0.35138 -0.58
C 1.31407 0.55945 -1.66485 -0.42
C -0.41694 -0.96850 -0.03756 0.61
N -0.22421 -1.58374 1.20192 -0.85
O -0.37288 -1.83478 -1.10187 -0.70
C -1.60815 -0.06010 -0.14548 -0.29
N -1.98946 0.58287 1.10347 -0.85
H 0.98651 2.06944 0.63088 0.16
H 2.46144 1.02360 0.67664 0.17
H 1.07427 0.68919 1.69646 0.20
H 2.39762 0.38721 -1.73947 0.17
H 1.13315 1.62225 -1.89235 0.16
H 0.79818 -0.04240 -2.41388 0.21
H -0.42220 -0.94834 1.96535 0.39
H 0.70000 -1.98264 1.31211 0.37
H 0.47147 -2.30294 -1.08902 0.48
H -1.01511 0.73018 -0.77506 0.25
H -2.41267 -0.60013 -0.65634 0.19
H -2.58544 -0.01840 1.66216 0.36
H -2.50238 1.43579 0.91523 0.37